[1]
DFT (ωB97M-V/def2-TZVPD) results for 9 unconnected molecules or ions with the total composition C21H31FN10O18 in a non-equilibrium geometry.

Output
Largest force on an atom = 9.0 eV Å⁻¹
Frontier orbital gap = 6.73 eV
E_LUMO = -1.970 eV
SMILES = O=C1NC(=O)c2cc(-c3cccnc3)c(F)cc21.C[N+](=O)[O-].C[N+](=O)[O-].C[N+](=O)[O-].C[N+](=O)[O-].C[N+](=O)[O-].C[N+](=O)[O-].C[N+](=O)[O-].C[N+](=O)[O-]

```
! RIJCOSX wB97M-V def2-TZVPD def2/J DEFGRID3
* xyz 0 1
F -2.252 -2.343 0.403
O -4.673 5.071 -0.225
O 4.556 -8.811 1.117
O -1.385 -0.252 -4.413
O -2.242 2.586 -8.952
O 5.271 -10.867 1.452
O 0.343 -4.922 1.975
O 1.170 -6.801 1.176
O 2.465 -7.541 4.242
O -2.206 -0.152 -2.371
O -3.776 5.797 1.652
O -2.364 7.524 -3.148
O -2.856 9.512 -2.337
O 2.182 3.251 2.307
O -0.351 1.551 -9.408
O 2.195 8.072 3.490
O 3.798 -1.337 0.924
O 4.146 7.945 2.475
O 4.270 -8.803 4.266
N 5.432 -9.683 1.135
N -4.012 5.877 0.441
N 3.184 7.455 3.078
N 3.057 -8.618 4.112
N -1.838 -0.762 -3.382
N 3.288 1.073 1.786
N -2.203 8.746 -3.055
N -6.184 -0.337 1.472
N 1.258 -5.734 1.794
N -1.299 1.837 -8.668
C -6.521 1.076 1.143
C -1.949 -2.246 -3.360
C 0.258 -1.536 0.824
C -1.302 1.223 -7.313
C 2.971 -0.333 1.288
C 6.803 -9.265 0.738
C 2.240 -9.803 3.736
C 2.583 -5.391 2.376
C 1.334 -0.366 1.225
C -4.697 -0.419 1.466
C -1.360 -1.225 0.816
C 3.216 5.989 3.334
C -3.453 7.049 -0.286
C -3.983 2.217 0.876
C -5.603 2.361 0.866
C 0.702 1.094 1.619
C -3.561 0.676 1.183
C 2.047 1.967 1.964
C -1.126 9.355 -3.882
C -0.896 1.462 1.628
C -1.964 0.247 1.205
H 3.180 5.843 4.415
H -2.361 -2.555 -2.397
H -0.946 -2.653 -3.499
H -4.284 -1.512 1.719
H 3.772 1.109 2.726
H 2.905 -4.448 1.930
H 2.625 -10.181 2.787
H 2.454 -5.296 3.456
H -1.593 10.087 -4.544
H -4.292 7.604 -0.712
H 0.630 -2.598 0.502
H -2.614 -2.539 -4.176
H 1.197 -9.496 3.635
H 4.138 5.578 2.919
H -3.183 3.052 0.698
H 2.348 -10.544 4.532
H -2.792 6.668 -1.067
H -0.394 1.548 -6.802
H 7.468 -10.129 0.800
H -2.190 1.560 -6.774
H -2.899 7.671 0.420
H -0.417 9.831 -3.201
H -7.700 1.273 1.076
H -1.219 2.554 1.897
H 7.122 -8.482 1.430
H 3.290 -6.190 2.141
H 6.750 -8.891 -0.287
H -6.099 3.411 0.654
H -1.319 0.139 -7.443
H -0.637 8.569 -4.460
H 2.344 5.551 2.844
*
```

Taken from the Mulliken analysis, the atomic charges in e are: atom 1 (F): -0.35, atom 2 (O): -0.50, atom 3 (O): -0.42, atom 4 (O): -0.52, atom 5 (O): -0.50, atom 6 (O): -0.49, atom 7 (O): -0.57, atom 8 (O): -0.52, atom 9 (O): -0.52, atom 10 (O): -0.44, atom 11 (O): -0.52, atom 12 (O): -0.49, atom 13 (O): -0.49, atom 14 (O): -0.50, atom 15 (O): -0.51, atom 16 (O): -0.51, atom 17 (O): -0.53, atom 18 (O): -0.51, atom 19 (O): -0.51, atom 20 (N): 0.77, atom 21 (N): 0.84, atom 22 (N): 0.83, atom 23 (N): 0.88, atom 24 (N): 0.81, atom 25 (N): -0.23, atom 26 (N): 0.82, atom 27 (N): -0.45, atom 28 (N): 0.98, atom 29 (N): 0.84, atom 30 (C): -0.15, atom 31 (C): -0.71, atom 32 (C): -0.32, atom 33 (C): -0.70, atom 34 (C): 0.37, atom 35 (C): -0.74, atom 36 (C): -0.72, atom 37 (C): -0.59, atom 38 (C): 0.27, atom 39 (C): -0.16, atom 40 (C): 0.28, atom 41 (C): -0.67, atom 42 (C): -0.82, atom 43 (C): -0.11, atom 44 (C): -0.29, atom 45 (C): -0.17, atom 46 (C): 0.25, atom 47 (C): 0.21, atom 48 (C): -0.71, atom 49 (C): -0.43, atom 50 (C): 0.39, atom 51 (H): 0.29, atom 52 (H): 0.25, atom 53 (H): 0.29, atom 54 (H): 0.22, atom 55 (H): 0.29, atom 56 (H): 0.24, atom 57 (H): 0.26, atom 58 (H): 0.31, atom 59 (H): 0.28, atom 60 (H): 0.32, atom 61 (H): 0.28, atom 62 (H): 0.30, atom 63 (H): 0.31, atom 64 (H): 0.29, atom 65 (H): 0.19, atom 66 (H): 0.30, atom 67 (H): 0.32, atom 68 (H): 0.28, atom 69 (H): 0.31, atom 70 (H): 0.32, atom 71 (H): 0.34, atom 72 (H): 0.29, atom 73 (H): 0.27, atom 74 (H): 0.39, atom 75 (H): 0.29, atom 76 (H): 0.16, atom 77 (H): 0.28, atom 78 (H): 0.27, atom 79 (H): 0.28, atom 80 (H): 0.32, atom 81 (H): 0.30

[2]
DFT (ωB97M-V/def2-TZVPD) results for a molecular structure, C4H7NO2 in a non-equilibrium geometry.

Output
Largest force on an atom = 1.7 eV Å⁻¹
Frontier orbital gap = 10.38 eV
E_LUMO = 0.650 eV
Relative energy (zero: lowest compared OMol25 entry of this formula, charge and spin) = 409.6 kJ/mol

```
! RIJCOSX wB97M-V def2-TZVPD def2/J DEFGRID3
* xyz 0 1
O -0.683 0.105 -1.214
O -1.640 0.156 0.827
N 1.214 0.700 -0.057
C -1.087 -0.713 -0.156
C 0.025 0.982 -0.380
C -1.113 1.466 0.560
C 1.812 -0.739 -0.238
H -0.801 1.917 1.505
H -1.913 2.065 0.101
H -1.780 -1.474 -0.487
H 1.319 -1.751 -0.325
H 2.486 -0.734 -1.081
H -0.164 -1.159 0.228
H 2.326 -0.821 0.718
*
```

Taken from the Mulliken analysis, the atomic charges in e are: atom 1 (O): -0.40, atom 2 (O): -0.40, atom 3 (N): -0.55, atom 4 (C): -0.16, atom 5 (C): 0.75, atom 6 (C): -0.35, atom 7 (C): -0.80, atom 8 (H): 0.26, atom 9 (H): 0.22, atom 10 (H): 0.32, atom 11 (H): 0.30, atom 12 (H): 0.33, atom 13 (H): 0.15, atom 14 (H): 0.33